# 1
# C23H23Cl2N5O3

C23H23Cl2N5O3 in the gas phase in a non-equilibrium geometry (wB97M-V/def2-TZVPD, the Open Molecules 2025 dataset).

Last column: Löwdin charge in e.
CARTESIAN COORDINATES (ANGSTROEM)
C 0.77731 -1.77960 4.78948  -0.016
C 0.71890 -1.77702 3.28554  -0.283
N 0.59687 -2.81178 2.54760  0.034
N 0.48046 -4.05706 3.02524  0.074
C 0.32954 -5.12832 2.19473  -0.400
O 0.38599 -6.26338 2.63150  0.072
C 0.09517 -4.80490 0.77841  -0.143
C -0.71327 -3.85312 0.15951  -0.572
Cl -1.73992 -2.69443 0.88370  0.749
C -0.58220 -4.08287 -1.22090  -0.359
C -1.23789 -3.34546 -2.32961  -0.042
N 0.24609 -5.09640 -1.41850  0.131
N 0.62764 -5.53706 -0.23266  -0.149
C 1.55524 -6.62688 -0.12727  -0.003
C 0.77648 -0.50330 2.56530  -0.183
C 0.49961 0.71294 3.18829  -0.019
C 0.52575 1.90045 2.48372  0.003
C 0.83381 1.89735 1.12739  -0.207
N 0.88567 3.06227 0.36022  0.151
C 0.61455 4.33986 0.71896  -0.461
O 0.30386 4.72768 1.82228  0.081
C 0.77479 5.31633 -0.45706  -0.091
O 0.64777 4.72222 -1.72660  -0.061
C -0.60248 4.33221 -2.14253  -0.226
C -1.73140 4.33467 -1.33621  -0.001
C -2.95066 3.91300 -1.84155  -0.095
C -3.03260 3.48679 -3.15330  -0.675
Cl -4.54935 2.95907 -3.79429  0.669
C -1.90762 3.47595 -3.96443  -0.064
C -0.68475 3.89542 -3.47355  -0.198
C 0.54459 3.89189 -4.32689  -0.028
C 1.10494 0.68516 0.49154  -0.008
C 1.07565 -0.49386 1.19944  -0.031
H -0.22622 -1.68603 5.20566  0.097
H 1.38204 -0.95076 5.14594  0.080
H 1.21673 -2.70371 5.16371  0.071
H 0.55638 -4.27005 4.02134  0.154
H -0.87078 -3.72001 -3.27998  0.077
H -1.02859 -2.28018 -2.24863  0.074
H -2.31733 -3.48024 -2.28164  0.080
H 1.50828 -7.19319 -1.05470  0.092
H 2.57311 -6.25580 0.01476  0.096
H 1.28236 -7.25660 0.71802  0.083
H 0.23583 0.74386 4.23386  0.109
H 0.30444 2.83174 2.97754  0.102
H 1.12993 2.92404 -0.61411  0.145
H 1.79441 5.71495 -0.42442  0.146
H 0.07663 6.15016 -0.32154  0.142
H -1.68085 4.65552 -0.30781  0.114
H -3.82587 3.91653 -1.21233  0.108
H -1.98786 3.14034 -4.98663  0.112
H 1.03209 4.86383 -4.28301  0.086
H 1.25743 3.15392 -3.96059  0.086
H 0.29814 3.65875 -5.35841  0.080
H 1.33825 0.67666 -0.56425  0.113
H 1.28291 -1.43158 0.70971  0.106

Forces on atoms 1 to 2 (eV/Å):
C -0.1 -0.2 -0.2
C 0.0 -0.7 0.3

As for the orbital gap: 8.6 eV.

---

# 2
# C23H23FMoN6O12S

C23H23FMoN6O12S as an isolated structure (wB97M-V/def2-TZVPD, the Open Molecules 2025 dataset).

Last column: Löwdin charge in e.
CARTESIAN COORDINATES (ANGSTROEM)
Mo -0.13257 0.27534 -0.17763  1.937
O 5.59862 -4.61456 0.51410  0.132
N 5.79669 -3.53270 1.01219  -0.341
O 6.77159 -3.17597 1.62739  0.137
C 4.71927 -2.52493 0.85123  -0.080
C 3.62081 -2.84954 0.12066  0.127
C 2.61898 -1.88172 -0.02886  -0.038
C 2.69783 -0.60174 0.57054  -0.201
O 1.77450 0.30832 0.43398  -0.216
C 3.86769 -0.35147 1.30983  -0.029
C 4.87319 -1.27276 1.43809  0.144
N 4.04724 0.95760 1.95433  -0.330
O 5.16555 1.41646 1.94609  0.138
O 3.06182 1.49233 2.42057  0.085
N 1.52507 -2.22630 -0.87087  -0.209
O 0.55163 -1.38399 -1.11206  -0.145
O 1.47368 -3.26568 -1.42915  0.244
H 3.54046 -3.82785 -0.33406  0.154
H 5.77305 -1.03894 1.99364  0.158
C 0.02092 4.71904 0.46026  -0.179
S 0.95817 3.23730 0.77049  1.139
O -0.13923 2.15923 0.31388  -0.648
C 2.12554 3.24554 -0.54088  -0.433
C 1.72287 3.07064 -1.86181  -0.084
C 2.69280 3.06671 -2.84779  -0.037
C 4.03028 3.25938 -2.50872  -0.022
C 4.40986 3.45218 -1.18733  -0.024
C 3.45354 3.43351 -0.18101  -0.070
H -0.13603 4.86358 -0.60573  0.077
H 0.60940 5.53477 0.88563  0.089
H -0.91689 4.62087 1.00467  0.078
H 0.67653 2.96800 -2.11743  0.096
H 2.40979 2.93765 -3.88427  0.123
H 4.78104 3.26914 -3.28855  0.127
H 5.44943 3.61253 -0.93392  0.129
H 3.73533 3.56485 0.85758  0.115
F -6.99784 -1.12762 1.40696  0.125
C -6.07452 -1.76182 2.11316  -0.185
C -4.79511 -1.42698 2.03151  0.048
N -3.81784 -2.10183 2.76374  -0.001
C -2.44520 -1.69627 2.72823  -0.045
C -1.92115 -1.61213 1.32280  -0.432
O -2.16792 -2.27024 0.37781  0.191
O -0.97438 -0.54665 1.20387  -0.227
C -4.13117 -3.14909 3.63316  -0.452
O -3.27714 -3.72097 4.27152  0.107
N -5.46626 -3.45431 3.68077  0.232
C -6.52840 -2.85159 2.98877  -0.371
O -7.66413 -3.20568 3.12017  0.163
H -4.46887 -0.61655 1.39369  0.142
H -1.87987 -2.49923 3.21545  0.155
H -2.24294 -0.77256 3.27142  0.151
H -5.71419 -4.21102 4.30578  0.183
C -3.50553 0.80903 -2.18067  -0.012
C -2.11803 0.30906 -2.59263  -0.634
C -1.47735 1.21804 -3.64277  -0.024
C -2.15996 -1.15480 -3.04900  -0.010
N -1.29790 0.35215 -1.38809  -0.095
H -4.15250 0.79051 -3.05764  0.109
H -3.46413 1.83255 -1.80682  0.093
H -3.94634 0.15904 -1.42335  0.086
H -2.07535 1.17940 -4.55252  0.107
H -0.46875 0.88426 -3.88797  0.089
H -1.45464 2.25438 -3.30211  0.084
H -2.78278 -1.21346 -3.94218  0.110
H -2.59275 -1.79168 -2.27907  0.085
H -1.16545 -1.52074 -3.29906  0.086

Forces on atoms 1 to 2 (eV/Å):
Mo -0.3 0.1 0.7
O 0.0 0.0 0.0

The net charge is +2. As for the orbital gap: 4.8 eV.

---

# 3
# C23H23FN2O2S2

A 2-piece molecular cluster, C23H23FN2O2S2 overall in a non-equilibrium geometry (wB97M-V/def2-TZVPD, the Open Molecules 2025 dataset).

Last column: Löwdin charge in e.
CARTESIAN COORDINATES (ANGSTROEM)
O 1.38978 2.22466 1.26230  0.065
C 0.94841 1.91471 0.13179  -0.356
N -0.31400 2.31567 -0.20126  0.126
H -0.81346 1.83374 -1.06238  0.174
C -1.34153 2.72268 0.59512  -0.382
H -0.89506 3.68384 1.19999  0.195
C -2.75973 3.11542 0.19961  -0.185
C -3.50031 1.95523 -0.07141  -0.211
C -2.91065 1.08694 1.06387  -0.144
H -2.31418 0.15494 0.70973  0.105
H -3.66614 0.88273 1.87079  0.123
C -1.93997 2.05364 1.75819  -0.185
H -2.28816 2.36275 2.53351  0.006
H -0.98482 1.49402 2.33596  0.172
H -4.54218 2.11706 0.11735  0.126
H -3.48338 1.39571 -0.78566  -0.026
H -2.46069 3.44603 -0.92524  0.164
H -3.22561 3.96772 0.67355  0.135
C 1.58700 1.23575 -1.06355  -0.176
C 2.94331 1.14058 -0.76961  -0.462
C 3.62583 0.90858 0.17720  -0.547
S 5.24731 0.98840 0.15921  1.029
C 5.13527 1.23415 -1.63010  -0.331
C 3.76648 1.26097 -1.84046  -0.173
H 3.46843 1.52712 -3.25972  0.232
H 6.07872 1.19727 -2.34085  0.106
H 3.29922 0.62849 1.25996  0.142
N 0.96016 -0.07321 -1.06177  0.116
C -0.23524 -0.51795 -1.69199  -0.474
O -0.70205 0.36770 -2.33304  0.078
C -0.59958 -1.82315 -1.93951  -0.115
C -1.83841 -2.16071 -1.14735  -0.455
C -1.85284 -2.73847 0.19645  -0.111
C -3.20642 -2.88538 0.70763  -0.182
C -4.10542 -2.16274 -0.04911  -0.328
S -3.30216 -1.28088 -1.44742  1.031
H -5.08891 -1.91839 -0.05282  0.008
H -3.44040 -3.19805 1.93356  0.182
H -1.06072 -3.21635 0.65949  0.067
H 0.06940 -2.48791 -1.49607  0.113
H -0.80100 -2.19180 -2.77218  0.065
C 1.34214 -1.09647 0.12022  -0.097
C 0.85318 -1.32530 1.18950  -0.088
C 1.47658 -2.29214 2.09851  -0.046
C 2.52233 -2.84992 1.64792  -0.049
C 3.29525 -2.84878 0.42839  -0.424
C 2.67031 -2.03234 -0.44641  0.140
H 3.14699 -1.98643 -1.43760  0.123
F 4.23520 -3.42898 -0.01808  0.233
H 2.96106 -3.52352 2.46684  0.146
H 1.14079 -2.18390 3.01780  0.076
H 0.12123 -0.64113 1.38397  0.105
H 1.38863 1.64742 -2.05481  0.164

Forces on atoms 1 to 2 (eV/Å):
O -0.1 -1.3 -2.5
C -1.9 3.3 2.2

As for the orbital gap: 9.2 eV.